1.
Here is a structure of composition C12H28BBiN2O2P2 in a non-equilibrium geometry from the Open Molecules 2025 dataset. Energies are from the ωB97M-V functional and the def2-TZVPD basis.

Values from the calculation:
* DFT total energy: -45059.565 eV
* gap between HOMO and LUMO (spin up / spin down): 6.88 / 4.38 eV
* LUMO energy (spin up / spin down): -0.0001 / -0.0001 Eh
* energy above the lowest of the compared OMol25 structures with the same formula, charge and spin: 0.0 kcal/mol
* highest occupied orbital energy (spin up / spin down): -6.9 / -4.4 eV

Cartesian coordinates (Å):
1 C 0.9131 -1.2143 -3.4812
2 C 0.8773 -1.0856 -2.0970
3 N -0.2186 -1.1079 -1.3325
4 C -1.3872 -1.2436 -1.9662
5 C -1.4244 -1.5034 -3.3314
6 C -0.2845 -1.4418 -4.1275
7 C 2.2105 -1.2240 -1.4386
8 P 2.3993 -0.9076 0.3378
9 Bi -0.0339 -1.2371 1.3190
10 P -2.5739 -0.5254 0.5594
11 C -2.6461 -1.2480 -1.1424
12 O 2.3949 4.2369 -3.1180
13 O -1.5512 3.3620 -1.8182
14 H 1.8916 -1.1316 -3.9750
15 H -2.3969 -1.7111 -3.7525
16 H -0.3031 -1.5981 -5.1965
17 C 3.7705 -2.0376 0.8238
18 C 3.0364 0.7730 0.6584
19 H -3.4182 -0.6777 -1.6704
20 H -2.9871 -2.2842 -1.0352
21 H 2.8827 -0.6224 -2.0309
22 H 2.5340 -2.2811 -1.6215
23 C -4.0310 -1.0287 1.5136
24 C -2.9663 1.2179 0.1916
25 H -1.1764 3.3268 -0.9424
26 H -2.4227 3.8098 -1.6253
27 H 3.3014 4.2070 -2.7377
28 H 2.3093 3.4233 -3.6400
29 H 0.0660 -2.8924 1.9133
30 H 1.8063 6.1576 0.8562
31 H 4.7425 -1.7407 0.3806
32 H 3.8119 -1.9659 1.9271
33 H 3.5112 -3.0642 0.5085
34 H 4.1393 0.7917 0.6925
35 H 2.6590 1.4996 -0.0806
36 H 2.6462 1.0325 1.6575
37 H -4.0144 1.2021 -0.1415
38 H -2.9289 1.7525 1.1497
39 H -2.3330 1.7259 -0.5623
40 H -4.9444 -0.6507 1.0472
41 H -4.1038 -2.1136 1.6118
42 H -3.9566 -0.6023 2.5203
43 B 0.0196 0.1630 6.0393
44 C 0.0514 -0.0204 4.5326
45 N 0.0870 -0.1437 3.3645
46 H -0.9914 0.7833 6.3376
47 H 1.0165 0.7884 6.3719
48 H 0.0162 -0.9484 6.5506

=====

2.
Here is a structure of composition C12H28BaF6N3O13S2 in a non-equilibrium geometry from the Open Molecules 2025 dataset. Energies are from the ωB97M-V functional and the def2-TZVPD basis.

Values from the calculation:
* DFT total energy: -82658.257 eV
* charge: -1
* gap between HOMO and LUMO: 8.27 eV
* LUMO energy: 0.0700 Eh
* energy above the lowest of the compared OMol25 structures with the same formula, charge and spin: 0.0 kcal/mol
* highest occupied orbital energy: -6.4 eV

Cartesian coordinates (Å):
1 Ba 0.2048 -1.1394 -0.6639
2 N 1.7962 -1.8568 -4.2120
3 O 1.6049 -1.9391 -2.9550
4 O 1.0597 -2.4715 -4.9803
5 O 2.6811 -1.0888 -4.6363
6 C -4.4638 1.0967 0.2155
7 F -4.7252 2.0854 -0.6583
8 F -3.6228 1.5942 1.1524
9 F -5.5920 0.7393 0.8115
10 S -3.6625 -0.3134 -0.6566
11 O -4.0566 -0.1561 -2.0369
12 O -2.2343 -0.0427 -0.4364
13 O -4.1273 -1.5043 -0.0142
14 C -0.3041 -2.9776 4.1299
15 F -0.1930 -4.0226 4.9442
16 F -1.1433 -2.1008 4.6965
17 F 0.9093 -2.3794 4.0794
18 S -0.8904 -3.4791 2.4497
19 O -0.4132 -2.3542 1.6356
20 O -0.1662 -4.7085 2.2266
21 O -2.3103 -3.5703 2.6073
22 C -1.3974 2.1995 -4.0671
23 C -0.4416 1.2824 -3.3208
24 C 0.0859 1.8599 -2.0080
25 O 1.2602 1.1627 -1.6043
26 C 2.3948 1.4236 -2.4019
27 N -1.0305 -0.0374 -3.0017
28 H -0.9676 3.2008 -4.1620
29 H -2.3813 2.2475 -3.5986
30 H -1.5512 1.8074 -5.0750
31 H 0.4150 1.0472 -3.9536
32 H -0.6709 1.7217 -1.2229
33 H 0.2563 2.9430 -2.0578
34 H 2.3872 0.8780 -3.3442
35 H 3.2744 1.1255 -1.8285
36 H 2.5189 2.5026 -2.5732
37 H -1.4608 -0.4069 -3.8517
38 H -1.8969 0.0832 -2.4661
39 C 0.5820 0.9505 3.8055
40 C -0.0717 1.1913 2.4641
41 C -0.6119 2.6091 2.3039
42 O 0.4345 3.5359 2.4734
43 C -0.0383 4.8576 2.4351
44 N 0.9146 0.9062 1.3534
45 H -0.1639 0.9961 4.6078
46 H 1.3666 1.6738 4.0224
47 H 0.9715 -0.0661 3.8615
48 H -0.8872 0.4801 2.3198
49 H -1.3716 2.7575 3.0818
50 H -1.0488 2.6926 1.3010
51 H -0.4608 5.1088 1.4536
52 H 0.7877 5.5392 2.6401
53 H -0.8047 5.0446 3.1990
54 H 1.7868 0.6269 1.7924
55 H 1.1261 1.7713 0.8653
56 C 2.5653 -4.2133 -0.3138
57 C 2.9608 -3.0566 0.5842
58 O 2.8867 -1.8089 -0.1119
59 O 1.1991 -4.0165 -0.5948
60 H 2.7966 -5.1604 0.1889
61 H 3.1508 -4.1806 -1.2474
62 H 3.9738 -3.2142 0.9788
63 H 2.3014 -3.1447 1.4535
64 H 3.6271 -1.8165 -0.7267
65 H 0.8818 -4.5156 -1.3522

=====

3.
Here is a structure of composition C12H28ClHfN6O13 in a non-equilibrium geometry from the Open Molecules 2025 dataset. Energies are from the ωB97M-V functional and the def2-TZVPD basis.

Values from the calculation:
* DFT total energy: -62231.253 eV
* charge: +3
* gap between HOMO and LUMO: 2.22 eV
* LUMO energy: -0.5353 Eh
* highest occupied orbital energy: -16.8 eV

Cartesian coordinates (Å):
1 C 1.2192 -1.3548 -2.8105
2 C -0.1711 -2.0084 -2.6421
3 N -0.0735 -3.3479 -2.0907
4 C 0.2400 -4.4535 -2.8672
5 C 0.7155 -5.3947 -2.0267
6 N 0.5798 -4.9892 -0.7241
7 C 0.1694 -3.7202 -0.8102
8 C 0.8902 -5.7287 0.4924
9 H 1.7677 -1.8992 -3.5774
10 H 1.7763 -1.3878 -1.8737
11 H 1.0673 -0.3233 -3.1244
12 H -0.5667 -2.0672 -3.6539
13 H -0.8217 -1.4143 -2.0021
14 H 0.3681 -4.4467 -3.9373
15 H 1.0969 -6.3870 -2.2087
16 H 0.0660 -3.0806 0.0504
17 H 0.0103 -5.6426 1.1273
18 H 1.7410 -5.3129 1.0298
19 H 1.1072 -6.7689 0.2670
20 Hf 0.4660 -0.2941 4.5483
21 Cl 3.0358 -2.5946 2.6997
22 O 2.5594 -1.5006 3.5887
23 O 4.4474 -2.5146 2.6158
24 O 2.7320 -3.8366 3.3570
25 O 2.4288 -2.5825 1.4104
26 C 0.8735 0.5563 0.3162
27 C -0.3741 0.1479 1.0912
28 O 0.0105 -0.1386 2.4193
29 H 1.5959 -0.2311 0.1096
30 H 1.3533 1.3288 0.9131
31 H 0.5232 0.9663 -0.6333
32 H -0.9345 -0.6734 0.6374
33 H -1.0529 1.0078 1.0736
34 C -1.1453 4.8348 2.1045
35 N -1.0002 4.4176 0.6693
36 O -1.7870 3.5974 0.2448
37 O -0.1701 5.0224 0.0288
38 H -0.3730 4.3209 2.6708
39 H -2.1651 4.5356 2.3376
40 H -1.1179 5.9128 2.2390
41 C 3.0471 2.9917 2.2842
42 N 2.8547 2.3235 3.6115
43 O 3.2935 2.8177 4.5868
44 O 2.2033 1.2364 3.5859
45 H 2.1042 3.4424 1.9827
46 H 3.3129 2.2258 1.5557
47 H 3.9233 3.6317 2.3486
48 C -0.6960 3.3269 -3.0812
49 N -1.7596 2.3564 -3.4613
50 O -2.6051 2.7029 -4.2369
51 O -1.6343 1.2595 -2.9192
52 H -1.0902 4.3323 -2.9606
53 H 0.0932 3.2769 -3.8265
54 H -0.4032 2.9770 -2.0959
55 C -4.5521 1.8053 0.0729
56 N -5.1696 0.5008 -0.2434
57 O -6.1390 0.5422 -0.9547
58 O -4.7295 -0.4997 0.3110
59 H -4.0818 2.0688 -0.8736
60 H -3.7382 1.6702 0.7810
61 H -5.3214 2.4565 0.4734

=====

4.
Here is a cluster of 5 separate species, C12H28ClN4O4 in total in a non-equilibrium geometry from the Open Molecules 2025 dataset. Energies are from the ωB97M-V functional and the def2-TZVPD basis.

Values from the calculation:
* DFT total energy: -39569.424 eV
* gap between HOMO and LUMO (spin up / spin down): 9.87 / 3.87 eV
* LUMO energy (spin up / spin down): 0.0032 / -0.2167 Eh
* energy above the lowest of the compared OMol25 structures with the same formula, charge and spin: 15.6 kcal/mol
* multiplicity: 2
* highest occupied orbital energy (spin up / spin down): -9.8 / -9.8 eV

Cartesian coordinates (Å):
1 Cl 14.9722 -13.3065 6.6058
2 C 16.1441 -11.0822 10.0228
3 C 14.6707 -10.5933 9.9838
4 O 14.3352 -9.6239 10.6591
5 N 13.8056 -11.3130 9.2096
6 C 12.3458 -11.1379 9.2101
7 H 16.3606 -12.0979 9.6916
8 H 16.4089 -11.0160 11.0781
9 H 16.7369 -10.3219 9.5143
10 H 14.2423 -11.9568 8.5654
11 H 12.0316 -10.1035 9.0702
12 H 11.8179 -11.5302 10.0793
13 H 11.9512 -11.5956 8.3029
14 C 14.8885 -9.2990 6.4606
15 C 13.5219 -9.3268 5.7580
16 O 13.0231 -8.2466 5.5529
17 N 13.0103 -10.5411 5.4762
18 C 11.7206 -10.6451 4.7504
19 H 14.8206 -9.2329 7.5464
20 H 15.4546 -8.4689 6.0380
21 H 15.4069 -10.2520 6.3545
22 H 13.5316 -11.3896 5.6448
23 H 10.8643 -10.2313 5.2829
24 H 11.3714 -11.6647 4.5876
25 H 11.8947 -10.1515 3.7943
26 C 19.6638 -13.1959 2.8357
27 C 18.5218 -13.6623 3.7857
28 O 17.9018 -14.6939 3.5945
29 N 18.1951 -12.9539 4.8117
30 C 18.4939 -11.5843 5.1755
31 H 19.3633 -12.2444 2.3970
32 H 19.9508 -13.9029 2.0572
33 H 20.5535 -13.0194 3.4401
34 H 17.3667 -13.2653 5.2985
35 H 17.6828 -11.2871 5.8402
36 H 18.4364 -10.8083 4.4122
37 H 19.4788 -11.4411 5.6202
38 C 12.6233 -14.9035 9.3697
39 C 13.6462 -15.4634 10.3009
40 O 13.4182 -16.2159 11.2700
41 N 14.8720 -14.9599 10.1158
42 C 15.9395 -14.9950 11.0690
43 H 13.0710 -14.1545 8.7165
44 H 11.6750 -14.5594 9.7825
45 H 12.4343 -15.8041 8.7855
46 H 14.9362 -14.4819 9.2283
47 H 15.9378 -15.7811 11.8241
48 H 15.9903 -14.1498 11.7553
49 H 16.9117 -15.1937 10.6179

=====

5.
Here is a structure of composition C12H28EuNO5P2S in a non-equilibrium geometry from the Open Molecules 2025 dataset. Energies are from the ωB97M-V functional and the def2-TZVPD basis.

Values from the calculation:
* DFT total energy: -73363.629 eV
* gap between HOMO and LUMO (spin up / spin down): 3.04 / 6.21 eV
* LUMO energy (spin up / spin down): 0.0146 / 0.0166 Eh
* multiplicity: 7
* highest occupied orbital energy (spin up / spin down): -2.6 / -5.8 eV

Cartesian coordinates (Å):
1 C 1.4782 0.8082 -3.3964
2 C 1.2853 0.8161 -1.9847
3 N 0.7313 -0.3080 -1.3914
4 C 0.7705 -1.4604 -2.0878
5 C 1.1483 -1.5434 -3.4314
6 C 1.4288 -0.3677 -4.1245
7 C 1.6047 1.9893 -1.2730
8 P 1.8987 2.1935 0.4110
9 Eu -1.0689 0.3400 0.6448
10 P -1.0157 -2.6483 -0.2796
11 C 0.4306 -2.7802 -1.3886
12 O -1.7392 3.4401 -2.2086
13 O -1.8860 2.9350 0.8073
14 H 1.7327 1.7586 -3.8637
15 H 1.1312 -2.5085 -3.9260
16 H 1.6199 -0.3860 -5.1946
17 C 3.6494 2.2445 0.7572
18 C 1.1920 3.6699 1.1590
19 H 0.1920 -3.5196 -2.1680
20 H 1.2767 -3.1688 -0.7839
21 H -1.6141 4.3311 -2.5990
22 H 1.6100 2.8946 -1.8868
23 C -0.6968 -4.1095 0.7893
24 C -2.3255 -3.2616 -1.4176
25 H -3.6153 -0.5888 0.6672
26 H -2.3780 3.2270 1.5978
27 H -2.4244 3.2446 0.0609
28 H -2.3650 3.0035 -2.8165
29 H 1.4087 1.1196 1.1737
30 H -3.2375 -1.1967 0.4039
31 H 4.0711 3.2264 0.5138
32 H 3.7832 2.0078 1.8156
33 H 4.1494 1.4679 0.1727
34 H 1.7830 4.5492 0.8370
35 H 0.1277 3.7862 0.8935
36 H 1.2293 3.5669 2.2585
37 H -2.1010 -4.2938 -1.7207
38 H -3.2797 -3.2254 -0.8729
39 H -2.3595 -2.5929 -2.2928
40 H -0.9887 -5.0453 0.2889
41 H 0.3707 -4.1288 1.0626
42 H -1.3046 -3.9690 1.6965
43 C -1.1316 -1.1507 4.8302
44 S -0.2651 -0.2674 3.5382
45 O 0.9979 0.2096 4.0460
46 O -0.1472 -1.1870 2.3408
47 O -1.1998 0.8229 3.0842
48 H -0.4169 -1.6465 5.5016
49 H -1.8072 -1.8861 4.3832
50 H -1.7337 -0.4123 5.3729

=====

6.
Here is a cluster of 2 separate species, C12H28IN2O5S in total in a non-equilibrium geometry from the Open Molecules 2025 dataset. Energies are from the ωB97M-V functional and the def2-TZVPD basis.

Values from the calculation:
* DFT total energy: -45041.039 eV
* charge: +1
* gap between HOMO and LUMO: 9.17 eV
* LUMO energy: -0.0865 Eh
* highest occupied orbital energy: -11.5 eV

Cartesian coordinates (Å):
1 N 5.7502 4.2829 0.4402
2 C 5.0676 3.4713 -0.5460
3 C 4.5915 2.0325 -0.1533
4 S 4.1629 1.8275 1.6141
5 C 3.2749 1.7758 -0.8561
6 O 2.7100 0.5630 -0.3387
7 O 1.4444 0.8119 0.1828
8 O 5.4638 1.0075 -0.6380
9 C 6.7474 1.1780 -0.3202
10 O 7.1729 1.2989 0.7181
11 I 8.0783 1.2519 -2.0071
12 H 6.4816 3.7670 0.9063
13 H 5.0784 4.6214 1.1093
14 H 5.6408 3.4293 -1.4543
15 H 4.1694 4.0062 -0.7987
16 H 5.0883 2.5572 2.2479
17 H 2.5923 2.5699 -0.6443
18 H 3.4324 1.6482 -1.9152
19 H 1.5334 1.4223 0.9309
20 C -2.4351 -3.2798 -1.3831
21 C -1.9297 -2.4368 -0.2318
22 N -2.1645 -0.9511 -0.3541
23 C -1.2076 -0.4479 -1.4059
24 C -1.7367 -0.2518 0.9208
25 C -2.5531 -0.5148 2.1738
26 C -3.5324 -0.5438 -0.8605
27 C -4.8052 -0.9114 -0.1088
28 O -5.1091 -2.2868 -0.1265
29 C -5.2128 -2.9326 1.1359
30 H -1.9294 -3.0449 -2.3199
31 H -2.2279 -4.3256 -1.1607
32 H -3.5065 -3.1930 -1.5400
33 H -0.8499 -2.5563 -0.1398
34 H -2.3528 -2.7638 0.7129
35 H -0.1925 -0.6946 -1.1095
36 H -1.3156 0.6303 -1.4816
37 H -1.4535 -0.9114 -2.3553
38 H -1.7308 0.8153 0.7034
39 H -0.7088 -0.5677 1.0951
40 H -3.4795 0.0503 2.1908
41 H -1.9792 -0.1577 3.0291
42 H -2.7648 -1.5672 2.3486
43 H -3.6012 -0.9515 -1.8663
44 H -3.4885 0.5429 -0.9413
45 H -5.6001 -0.4129 -0.6760
46 H -4.8682 -0.4880 0.8895
47 H -5.5521 -2.2528 1.9194
48 H -4.2570 -3.3789 1.4267
49 H -5.9363 -3.7384 1.0373